No. 1
ORCA calculation (ωB97M-V with the def2-TZVPD basis set) on a molecular structure, C4H7BrMoOS3.

Structure (XYZ):
```
17
C4H7BrMoOS3, DFT ωB97M-V with the def2-TZVPD basis set
Mo 1.164 0.746 1.372
S 1.410 3.931 2.076
C 0.564 2.821 1.230
S 3.234 0.776 0.798
S -0.667 2.808 0.123
C 0.455 -1.003 -1.576
C -0.393 -1.235 -0.324
C -1.890 -1.071 -0.598
O 0.036 -0.318 0.618
H 0.261 -1.760 -2.329
H 1.517 -1.022 -1.315
H 0.218 -0.016 -1.975
H -0.207 -2.245 0.092
H -2.088 -0.097 -1.043
H -2.437 -1.159 0.339
H -2.231 -1.837 -1.286
Br 1.054 0.679 3.798
```

Output
Total charge ... 0
Energy relative to the best compared isomer or geometry (same formula, charge and spin) ... 14.0 kcal per mole
HOMO (spin up / spin down) ... -8.5903 / -8.5915 eV
Multiplicity ... 3
HOMO-LUMO gap (spin up / spin down) ... 7.0736 / 5.9688 eV



No. 2
ORCA calculation (ωB97M-V with the def2-TZVPD basis set) on a single C16H20ClN3O6S molecule.

Structure (XYZ):
```
47
C16H20ClN3O6S, DFT ωB97M-V with the def2-TZVPD basis set
C -6.780 -1.972 0.688
C -6.040 -0.818 1.348
O -4.655 -0.815 1.007
C -4.348 -0.266 -0.193
O -5.157 0.258 -0.921
N -3.033 -0.400 -0.494
C -2.034 -0.875 0.433
C -1.183 0.292 0.941
C -0.558 1.029 -0.246
N 0.259 2.129 0.226
S 1.518 2.603 -0.755
O 1.245 2.296 -2.129
O 1.857 3.945 -0.401
C 2.810 1.486 -0.204
C 3.394 0.633 -1.121
C 4.417 -0.218 -0.729
C 4.862 -0.186 0.602
C 4.262 0.662 1.522
C 3.229 1.497 1.115
Cl 2.482 2.551 2.232
N 5.939 -0.989 0.959
C 6.477 -1.934 0.141
O 7.448 -2.581 0.445
C 5.701 -2.151 -1.152
O 5.004 -1.024 -1.650
C -1.649 1.481 -1.220
C -2.497 0.283 -1.652
H -7.814 -1.980 1.022
H -6.759 -1.851 -0.392
H -6.314 -2.919 0.949
H -6.484 0.135 1.045
H -6.058 -0.908 2.437
H -2.530 -1.380 1.261
H -1.395 -1.594 -0.092
H -0.401 -0.072 1.608
H -1.815 0.984 1.500
H 0.136 0.362 -0.768
H -0.261 2.915 0.584
H 3.056 0.651 -2.144
H 4.604 0.687 2.544
H 6.368 -0.852 1.866
H 6.394 -2.459 -1.938
H 4.995 -2.978 -0.970
H -1.183 1.944 -2.090
H -2.290 2.217 -0.729
H -3.338 0.606 -2.267
H -1.883 -0.423 -2.220
```

Output
Total charge ... 0
Energy relative to the best compared isomer or geometry (same formula, charge and spin) ... 3.5 kcal per mole
HOMO ... -8.9480 eV
HOMO-LUMO gap ... 9.2960 eV